Entry 1:
The following is a DFT calculation (ωB97M-V/def2-TZVPD) of a molecular structure, C5H9MgO4V.

Results
- Energy above the lowest of the compared OMol25 structures with the same formula, charge and spin: 0.00 kJ/mol
- Charge: 0
- Spin multiplicity: 5
- HOMO (alpha / beta): -6.03 / -6.45 eV
- E_LUMO (alpha / beta): -0.0022 / -0.0055 Eh
- Frontier orbital gap (alpha / beta): 5.97 / 6.30 eV

Structure (XYZ):
```
20
C5H9MgO4V | the OMol25 dataset | ωB97M-V/def2-TZVPD
O -0.6800 -1.5858 -0.4986
C -1.9606 -1.5296 0.0362
C -2.2471 -0.1063 0.4845
O -1.9516 0.7110 -0.6433
C -3.0658 1.2981 -1.2941
V -0.0281 0.8455 -1.3519
H -2.2267 -2.2056 0.8677
H -2.6661 -1.7826 -0.7788
H -1.6452 0.2431 1.3362
H -3.2871 -0.0075 0.8305
H -2.7461 2.2063 -1.8218
H -3.4875 0.5876 -2.0161
H -3.8296 1.5413 -0.5405
O 2.8604 -1.3339 1.0557
C 3.4943 -0.2335 0.9346
C 2.6736 0.8541 0.2442
O 1.3501 0.5144 -0.0492
Mg 1.0242 -1.3759 0.2945
H 3.2595 1.1668 -0.6437
H 2.6802 1.7270 0.9287
```

***

Entry 2:
The following is a DFT calculation (ωB97M-V/def2-TZVPD) of a molecular structure, C40H49Br2N3O2PSeSiSr.

Results
- Energy above the lowest of the compared OMol25 structures with the same formula, charge and spin: 137.49 kJ/mol
- Charge: -1
- HOMO: -4.77 eV
- E_LUMO: 0.0770 Eh
- Frontier orbital gap: 6.87 eV

Structure (XYZ):
```
100
C40H49Br2N3O2PSeSiSr | the OMol25 dataset | ωB97M-V/def2-TZVPD
Sr -0.2049 -0.1371 -0.3292
C 1.2023 6.9935 -3.7048
C 0.1540 6.1231 -4.4079
C 0.7195 5.6954 -5.7621
C -1.1085 6.9604 -4.6502
C -0.1992 4.9132 -3.5377
C -0.2526 3.6205 -4.0350
C -0.6123 2.5825 -3.1946
Br -0.7710 0.8282 -3.9276
C -0.9001 2.7224 -1.8270
O -1.1559 1.6605 -1.1167
C -0.9004 4.0568 -1.3309
C -0.5538 5.0880 -2.1968
C -1.2928 4.3444 0.1224
C -2.7030 3.7963 0.3837
C -1.3202 5.8419 0.4262
C -0.2799 3.7037 1.0821
H 1.4949 7.8279 -4.3497
H 2.0951 6.4096 -3.4710
H 0.8232 7.4125 -2.7711
H 1.0203 6.5799 -6.3298
H -0.0199 5.1556 -6.3581
H 1.5959 5.0532 -5.6464
H -0.8838 7.8286 -5.2785
H -1.5272 7.3203 -3.7074
H -1.8758 6.3626 -5.1471
H -0.0183 3.3952 -5.0657
H -0.5684 6.0997 -1.8119
H -3.4129 4.2380 -0.3216
H -3.0232 4.0524 1.3988
H -2.7314 2.7157 0.2714
H -2.0459 6.3714 -0.1969
H -0.3411 6.3080 0.2911
H -1.6124 5.9835 1.4704
H -0.1397 2.6493 0.8664
H -0.6292 3.7852 2.1169
H 0.6887 4.2048 1.0050
Br 5.2190 -5.1755 7.1907
C 4.1158 -5.7468 5.7645
C 2.9885 -6.5007 6.0341
C 2.1832 -6.9183 4.9784
C 2.4891 -6.5556 3.6823
C 3.6343 -5.8187 3.4205
C 4.4535 -5.4084 4.4611
N 1.7213 -7.1218 2.5834
N 1.0692 -6.4041 1.7981
C 0.6790 -5.0323 1.9396
C 0.6401 -4.2243 3.0631
C 0.2441 -2.8886 3.0056
C -0.1159 -2.2745 1.8092
O -0.3758 -1.0171 1.7198
C -0.2007 -3.1394 0.6286
N -0.6730 -2.5812 -0.5393
C -0.6884 -3.3076 -1.6259
C -0.2549 -4.6467 -1.6545
C 0.1788 -5.2243 -0.5030
C 0.2150 -4.4760 0.7048
H 2.7379 -6.7623 7.0533
H 1.2967 -7.5125 5.1650
H 3.8704 -5.5450 2.3990
H 5.3387 -4.8200 4.2606
H 0.9013 -4.6155 4.0288
H 0.2563 -2.2789 3.9003
H -1.0501 -2.8311 -2.5326
H -0.2685 -5.1951 -2.5875
H 0.5102 -6.2523 -0.4825
C 4.3592 -0.3046 -3.2891
Si 3.3189 -1.6357 -2.5029
C 1.9929 -2.1162 -3.7575
C 4.3973 -3.1482 -2.2708
Se 2.5358 -0.9856 -0.5210
H 4.8552 -0.6665 -4.1982
H 5.1221 0.0439 -2.5890
H 3.7284 0.5476 -3.5589
H 2.2446 -1.7391 -4.7550
H 1.0187 -1.7003 -3.4886
H 1.8957 -3.2054 -3.8180
H 4.7227 -3.5710 -3.2294
H 3.8325 -3.9114 -1.7279
H 5.2858 -2.9033 -1.6819
C -3.8284 1.7101 3.2171
P -2.3522 0.7715 2.6089
C -1.5514 0.5085 4.2368
C -3.2421 -0.7885 2.2153
C -3.6558 -0.9268 0.8894
C -4.3678 -2.0415 0.4695
C -4.6826 -3.0437 1.3767
C -4.2789 -2.9208 2.6996
C -3.5648 -1.8017 3.1138
H -4.5480 1.8308 2.4056
H -3.5215 2.7050 3.5491
H -4.3177 1.1947 4.0480
H -2.0995 -0.1663 4.8973
H -1.5025 1.4869 4.7198
H -0.5380 0.1351 4.0984
H -3.4155 -0.1461 0.1718
H -4.6705 -2.1280 -0.5666
H -5.2355 -3.9171 1.0544
H -4.5195 -3.6996 3.4133
H -3.2427 -1.7394 4.1464
```

***

Entry 3:
The following is a DFT calculation (ωB97M-V/def2-TZVPD) of a gas-phase ion, C9H15N2 (charge +1).

Results
- Energy above the lowest of the compared OMol25 structures with the same formula, charge and spin: 259.08 kJ/mol
- Charge: +1
- HOMO: -13.12 eV
- E_LUMO: -0.1070 Eh
- Frontier orbital gap: 10.21 eV

Structure (XYZ):
```
26
C9H15N2 | the OMol25 dataset | ωB97M-V/def2-TZVPD
C 0.1048 -1.6876 -2.8590
C 1.0884 -0.7731 -2.4547
C -0.9037 -1.8803 -1.9479
C 0.9711 0.0969 -1.3846
C -1.0581 -1.0460 -0.7948
C -0.1737 -0.0802 -0.5732
C 1.2606 -0.5532 1.9934
C 0.2463 2.0247 0.5058
C -0.0340 0.2122 1.9522
N -1.9985 0.9052 0.7089
N -0.4168 0.7522 0.6304
H 0.1589 -2.2912 -3.6991
H 1.9946 -0.7852 -3.0356
H -1.8254 -2.5590 -2.1739
H 1.7176 0.6304 -0.8190
H -1.6951 -1.3742 -0.0290
H 1.0284 -1.5825 1.6178
H 2.1379 -0.1583 1.4649
H 1.5699 -0.6780 2.9917
H -0.0771 2.7806 1.1855
H 1.3087 1.9773 0.6595
H 0.2005 2.5328 -0.4252
H 0.0186 1.1154 2.4798
H -0.8674 -0.4710 2.3756
H -2.2906 1.3283 1.6265
H -2.4657 1.5639 0.0041
```

***

Entry 4:
The following is a DFT calculation (ωB97M-V/def2-TZVPD) of a molecular structure, C23H39ClF4FeN10O2.

Results
- Energy above the lowest of the compared OMol25 structures with the same formula, charge and spin: 85.18 kJ/mol
- Charge: +1
- Spin multiplicity: 6
- HOMO (alpha / beta): -9.72 / -9.47 eV
- E_LUMO (alpha / beta): -0.0789 / -0.1495 Eh
- Frontier orbital gap (alpha / beta): 7.58 / 5.40 eV

Structure (XYZ):
```
80
C23H39ClF4FeN10O2 | the OMol25 dataset | ωB97M-V/def2-TZVPD
Fe -0.0596 -0.0380 -0.0128
C 2.1998 -1.0030 -2.2604
N 1.5745 0.2601 -1.8920
C 2.5635 1.3304 -1.7962
C 0.5529 0.5940 -2.8889
C -0.1499 1.9130 -2.5634
N -0.4272 1.9496 -1.1522
C -1.0350 2.9888 -0.5931
C -1.2810 2.9184 0.8046
F -0.8628 1.7527 1.4219
C -1.9372 3.8907 1.5205
F -2.1286 3.7313 2.8370
C -2.4154 5.0281 0.8863
C -2.1869 5.1494 -0.4785
F -2.6337 6.2388 -1.1107
C -1.5221 4.1795 -1.2080
F -1.3536 4.3736 -2.5331
H 2.7208 -0.9251 -3.2241
H 1.4296 -1.7687 -2.3358
H 2.9141 -1.2971 -1.4950
H 2.8633 1.6836 -2.7902
H 3.4533 0.9769 -1.2814
H 2.1437 2.1687 -1.2418
H -0.1809 -0.2166 -2.8832
H 0.9983 0.6621 -3.8934
H -1.0746 1.9728 -3.1536
H 0.4755 2.7653 -2.8621
H -2.9394 5.7912 1.4335
N -0.7702 -1.8836 1.5381
C -1.7403 -2.7524 0.8900
C -1.7690 -4.1889 1.4233
C -2.7354 -4.3912 2.5939
C -4.1929 -4.0651 2.2342
N -4.5648 -4.6979 0.9839
C -4.7077 -4.1369 -0.2148
N -4.9454 -2.8410 -0.3757
N -4.7928 -4.9340 -1.2856
C -1.4841 -2.7438 -0.6637
O -2.2513 -3.4253 -1.3384
O -0.5541 -1.9985 -1.0510
H 0.1292 -2.3549 1.5558
H -1.0481 -1.6871 2.4928
H -2.7174 -2.2858 1.0124
H -0.7630 -4.4711 1.7416
H -2.0366 -4.8505 0.5958
H -2.4444 -3.7642 3.4373
H -2.6688 -5.4307 2.9200
H -4.3479 -2.9903 2.1651
H -4.8507 -4.4414 3.0205
H -4.4591 -5.7030 0.9945
H -4.8337 -2.1603 0.3638
H -4.9089 -2.4660 -1.3096
H -4.4833 -5.8890 -1.2222
H -4.7251 -4.5161 -2.1998
Cl -3.7041 -0.0404 0.8092
C -2.6492 0.1868 -0.5425
H -2.8528 1.1604 -0.9680
H -2.7741 -0.6273 -1.2441
C 2.1968 1.2792 2.2688
N 3.2328 1.4379 3.2720
C 4.4833 0.8811 2.7720
N 4.3314 -0.5299 2.4321
C 3.2907 -0.6562 1.4299
N 1.9838 -0.1374 1.8918
C 1.6591 -0.8687 3.1365
N 2.6742 -0.7281 4.1594
C 2.8501 0.6891 4.4623
C 3.9298 -1.2512 3.6325
H 2.4776 1.8357 1.3704
H 1.2605 1.6724 2.6704
H 5.2499 0.9837 3.5428
H 4.7991 1.4346 1.8849
H 3.1749 -1.7116 1.1686
H 3.5972 -0.0938 0.5471
H 1.5768 -1.9360 2.9094
H 0.7074 -0.4936 3.5217
H 3.6286 0.7949 5.2208
H 1.9131 1.0928 4.8544
H 3.8040 -2.3098 3.3890
H 4.7068 -1.1553 4.3926
```

***

- Which value of energy above the lowest of the compared OMol25 structures with the same formula, charge and spin does entry 1 give?
  0.00 kJ/mol